38
Properties=species:S:1:pos:R:3:forces:R:3:lowdin_charge:R:1 method="wB97M-V/def2-TZVPD" spin_multiplicity=2 total_charge=+2 e_tot_ev=-38240.00576 s2=0.7715 largest_force_ev_per_a=3.5
Mg 0.51217 -1.69278 -1.33587 -0.3 1.0 0.7 0.8567
Cl 0.02518 0.45208 -0.32397 0.2 -0.9 0.0 -0.0791
C -0.74628 -3.96663 0.71722 -1.3 2.4 1.1 -0.1923
O -0.11597 -3.11769 0.03446 0.7 0.0 -1.3 -0.1388
N -1.66027 -3.51919 1.61096 0.2 -1.5 0.3 -0.1318
C -2.35680 -4.47818 2.47414 -0.5 -0.7 0.5 -0.0334
C -1.94836 -2.12871 1.97227 0.9 1.3 -0.9 -0.0241
H -0.58509 -5.05247 0.63252 -0.2 0.4 0.1 0.1676
H -2.04940 -4.47783 3.51990 0.6 0.4 -0.1 0.1013
H -2.24263 -5.51264 2.15016 0.1 0.2 -0.3 0.0974
H -3.42198 -4.26274 2.55827 0.0 0.1 -0.6 0.1007
H -1.50469 -1.82156 2.91933 -0.1 -0.6 0.3 0.1052
H -1.50208 -1.41537 1.27940 0.3 -0.4 -0.4 0.0291
H -2.99332 -1.81883 1.96062 -0.2 -0.9 0.1 0.1076
C 0.97377 -0.50732 -4.21606 -1.0 1.3 0.5 -0.2117
O 1.21981 -0.73559 -2.97904 -0.6 -0.8 -1.0 -0.1759
N 0.51089 0.66752 -4.66097 1.3 -1.1 0.7 -0.1495
C 0.19332 1.73038 -3.70621 -0.7 -0.1 0.4 -0.0203
C 0.19667 0.78452 -6.07280 -0.4 -0.3 -0.4 -0.0139
H 1.00665 -1.25763 -5.02114 0.5 -0.1 0.5 0.1574
H 0.09010 2.74723 -4.08496 0.4 -0.4 -0.8 0.1047
H 0.89908 1.75740 -2.87599 -0.1 -0.3 -0.1 0.0713
H -0.80400 1.46801 -3.35322 0.0 0.2 0.5 0.0970
H 0.62325 1.69089 -6.50248 0.0 -0.2 0.0 0.1105
H 0.54215 -0.11731 -6.57822 0.4 0.3 -0.1 0.0938
H -0.87876 0.73421 -6.24314 -0.1 0.5 0.2 0.1065
C 2.46275 1.90552 2.36601 0.0 -1.6 0.9 -0.1988
O 3.27727 1.46135 3.12739 0.9 -0.3 -0.3 0.1963
N 1.61333 2.85466 2.88488 -1.9 2.7 0.8 -0.0249
C 0.47777 3.27118 2.12488 -0.8 -0.3 -0.9 -0.0068
C 1.51747 3.21553 4.32180 0.4 -1.0 -0.4 0.0647
H 2.11503 1.44349 1.42909 0.4 0.5 -0.3 0.1188
H 0.49673 3.00567 1.06788 0.6 0.1 0.0 0.0744
H 0.18974 4.31390 2.25854 0.3 0.0 0.2 0.1312
H -0.34251 2.65760 2.49739 -0.5 0.0 0.2 0.1336
H 1.04877 4.16661 4.57455 0.7 0.5 -0.8 0.1261
H 0.70247 2.57049 4.65015 0.2 -0.7 0.4 0.1310
H 2.45788 2.98434 4.82207 -0.3 0.1 0.0 0.1186

47
Properties=species:S:1:pos:R:3:forces:R:3:lowdin_charge:R:1 method="wB97M-V/def2-TZVPD" spin_multiplicity=2 total_charge=0 e_tot_ev=-64958.82683 s2=0.7642 largest_force_ev_per_a=11.8
In -13.79556 23.33126 14.64788 0.2 -0.8 0.2 1.2302
F -13.80100 24.59450 17.36431 -0.1 -0.4 -0.9 -0.2865
N -14.66548 23.29960 11.94791 -3.9 -1.2 4.0 -0.3494
S -14.24410 23.55176 10.56570 6.2 3.4 -9.5 0.4094
O -14.94366 24.59548 9.81759 -0.4 -2.0 1.2 -0.2748
O -13.73613 22.42872 9.78579 -0.9 0.7 1.4 -0.2934
F -12.86026 24.38972 10.79863 -0.3 -0.7 0.8 -0.2080
S -16.30008 23.04368 11.60568 -4.0 0.2 3.5 0.6340
O -16.61500 21.98568 10.66849 0.9 1.7 0.9 -0.2560
O -17.15641 24.24497 11.74038 2.5 -3.1 -0.5 -0.2710
F -16.52199 22.26584 13.07953 0.2 0.9 -1.3 -0.2699
C -13.12100 18.44967 14.84773 0.8 0.0 0.6 -0.0027
C -13.43365 19.30094 13.67920 -2.1 3.7 0.6 -0.5072
O -13.76730 20.52556 13.93059 1.0 -2.7 -1.4 -0.1181
N -13.49588 18.71703 12.48514 0.7 -0.2 -1.3 0.0330
C -13.95844 19.27221 11.17635 -0.8 0.6 1.6 -0.0209
H -12.50760 19.11279 15.45775 0.1 -0.3 0.3 0.0939
H -12.58419 17.52703 14.62711 0.0 0.0 -0.1 0.0823
H -14.02119 18.22035 15.41798 -0.1 0.1 -0.2 0.0835
H -13.17221 17.76057 12.46264 -0.2 0.1 0.0 0.1342
H -13.95221 20.36174 11.20781 0.4 0.0 0.0 0.0513
H -15.02223 19.03590 11.15225 0.0 -0.2 -0.6 0.0922
H -13.40224 18.91602 10.30924 0.0 -0.2 0.4 0.0926
C -9.66049 24.42183 11.91344 0.0 0.6 -0.3 0.0000
C -10.54216 23.19208 12.14850 1.8 2.1 -2.7 -0.5697
O -11.34913 23.24721 13.02739 -1.9 -1.2 2.2 -0.0456
N -10.33509 22.27370 11.17871 -0.5 -1.0 1.5 0.0384
C -10.93805 20.92851 11.09240 -0.2 0.5 -0.3 -0.0421
H -8.98993 24.33700 11.05830 0.6 -0.4 0.4 0.0704
H -9.17509 24.71679 12.84376 0.3 -0.2 -0.2 0.0856
H -10.22280 25.30230 11.60253 -0.7 -0.2 0.3 0.0833
H -9.74910 22.62209 10.43351 -0.1 -0.6 0.1 0.1304
H -11.47793 20.97360 10.14658 0.1 -0.9 0.0 0.0799
H -11.64960 20.62939 11.86203 -0.2 1.2 0.3 0.0594
H -10.22227 20.11835 11.23172 0.5 0.2 -0.8 0.0820
C -14.68493 19.57695 18.33435 -0.4 1.9 1.1 0.0328
C -14.60537 21.12594 17.95598 -0.2 -0.9 -0.7 -0.4798
O -14.07147 21.46780 16.92207 1.1 -0.2 -1.6 -0.0874
N -15.15879 22.13185 18.68351 0.6 -1.1 0.3 0.0141
C -15.94772 21.93709 19.85856 -1.7 -0.8 -0.2 -0.0918
H -14.60826 18.78399 17.59041 -0.1 1.0 -0.7 0.0593
H -15.64453 19.49082 18.84411 0.1 -0.5 0.3 0.0597
H -13.86251 19.35346 19.01390 -0.2 0.2 0.4 0.0808
H -15.02082 23.01616 18.21546 0.0 0.2 0.3 0.1054
H -16.36858 22.84095 20.29906 0.9 0.1 0.2 0.0917
H -15.52490 21.21062 20.55250 0.4 0.6 0.3 0.0868
H -16.86573 21.44304 19.54035 -0.4 -0.2 0.0 0.0775

34
Properties=species:S:1:pos:R:3:forces:R:3:lowdin_charge:R:1 method="wB97M-V/def2-TZVPD" spin_multiplicity=1 total_charge=+1 e_tot_ev=-17965.75045 largest_force_ev_per_a=5.7
C -1.51055 2.97466 0.31014 1.1 -1.8 -1.0 -0.0464
C -1.45377 -2.01439 -0.84604 -2.5 1.4 -3.3 -0.0586
C -1.64095 -1.49127 1.53020 -2.1 -1.6 0.5 -0.0605
C 2.91332 -1.35219 0.31871 -0.8 -2.2 -2.6 0.0134
C -1.79423 1.52174 0.77831 3.5 1.0 -0.4 -0.1708
C -1.88848 -0.91032 0.15747 2.5 -1.4 -0.3 -0.3925
C -1.23228 0.43278 -0.10169 0.3 0.8 0.7 -0.2756
C 1.14822 0.43685 -1.12382 3.7 1.9 -2.1 -0.2464
C 3.19639 0.02250 0.03151 -3.5 4.0 -2.0 -0.4313
N 0.27732 0.52230 0.05398 0.1 -1.9 0.1 0.0869
O 1.02653 -0.59708 -2.01881 0.5 -0.5 1.8 -0.0322
O 4.26021 0.46325 -0.60249 0.3 0.2 -1.2 0.1387
F 2.79967 0.93426 0.94180 0.1 0.2 1.2 0.0624
H -1.66898 3.07300 -0.75912 -0.1 0.0 -0.2 0.0805
H -2.19107 3.60365 0.78288 -0.8 1.4 1.0 0.0577
H -0.45717 3.27913 0.49529 -0.7 0.0 0.1 0.0859
H -2.21892 -2.85307 -0.92368 1.0 1.0 0.4 0.1085
H -0.49326 -2.41511 -0.66254 1.0 -0.4 0.2 0.0463
H -1.47145 -1.52210 -1.95920 0.2 -1.3 2.5 0.1260
H -1.82055 -0.80436 2.36137 -0.1 -0.2 -0.1 0.0804
H -2.40694 -2.39528 1.58732 1.8 1.7 0.4 0.1449
H -0.62563 -1.89229 1.61726 -0.1 -0.1 0.0 0.0713
H 2.32766 -1.81871 -0.63291 1.9 0.9 1.8 0.1543
H 2.20991 -1.55637 1.12523 0.6 0.4 0.4 0.0942
H 3.90497 -1.78157 0.41056 -0.1 -1.0 0.4 0.1106
H -2.76863 1.27679 0.94226 -2.9 -0.1 0.6 0.0932
H -1.21769 1.41757 1.70015 -0.6 -0.1 0.5 0.1223
H -2.89736 -0.70060 -0.05502 -1.5 0.2 0.1 0.1307
H -1.35696 0.59236 -1.12065 -0.6 0.8 -2.0 0.1231
H 1.22898 1.49585 -1.68432 -0.5 -2.2 1.5 0.1757
H 0.64793 1.42509 0.41251 -0.8 -0.9 0.7 0.1571
H 0.47421 -0.30504 0.67921 0.4 1.4 -0.3 0.1591
H 0.45254 -0.46944 -2.75799 -0.8 0.4 -0.7 0.0911
H 4.24703 1.40737 -0.98786 -0.5 -2.1 1.2 0.2001

38
Properties=species:S:1:pos:R:3:forces:R:3:lowdin_charge:R:1 method="wB97M-V/def2-TZVPD" spin_multiplicity=6 total_charge=+2 e_tot_ev=-68485.17163 s2=8.7684 largest_force_ev_per_a=7.9
I -3.23145 -0.05035 -3.41822 0.0 0.0 0.1 0.1237
I -0.89089 0.14552 -4.65083 0.1 0.0 0.1 0.1091
Sm 0.17666 0.18263 0.23409 1.9 -2.0 0.1 1.4048
P -0.33885 -2.55021 -0.61489 0.6 -1.7 0.2 0.6908
C -0.77038 -3.56173 0.85238 -0.5 0.1 0.3 -0.2533
C -1.31556 -3.30213 -1.94762 -0.5 0.5 -0.6 -0.2895
H -1.19257 -4.40400 -1.99377 0.1 0.7 0.2 0.0794
H 1.26334 -4.30710 -1.19227 0.0 0.6 0.2 0.0784
H -1.02710 -2.83980 -2.91457 -0.1 -0.4 0.5 0.0238
H 1.75071 -2.69859 -1.83876 0.0 -0.3 0.2 0.0497
H -1.75852 -3.24355 1.22197 0.3 -0.3 0.0 0.0502
H -2.37554 -3.05596 -1.78975 0.2 -0.2 -0.1 0.0340
C 1.33750 -3.22565 -0.96332 0.3 0.4 -0.1 -0.2550
H -0.81635 -4.64109 0.59007 0.1 0.7 0.0 0.0810
H 1.99712 -3.07168 -0.08920 -0.3 -0.1 -0.4 0.0365
H -0.02499 -3.41493 1.65005 -0.2 0.0 -0.3 0.0370
P -0.34675 2.89765 -0.45997 -0.3 1.9 -0.5 0.6667
C -0.58242 4.13695 0.86067 0.0 -0.3 0.4 -0.2464
C 1.09352 3.57975 -1.33829 0.4 -0.2 0.0 -0.2539
H -1.68001 2.66660 -2.47804 0.0 0.3 0.2 -0.0116
H -1.60811 4.38238 -1.89057 -0.1 -0.5 0.1 0.0806
H -2.66464 3.16622 -1.08644 0.1 0.1 -0.2 0.0564
C -1.70683 3.32288 -1.59535 -0.2 -0.4 -0.2 -0.2552
H 1.30782 2.98650 -2.23312 0.0 0.2 0.0 0.0519
H 0.86421 4.61751 -1.62230 0.1 -0.3 0.0 0.0741
H -0.43994 5.14843 0.45873 -0.1 -0.3 0.0 0.0759
H 0.15127 3.96339 1.65503 -0.1 0.2 0.0 0.0599
H 1.97659 3.56823 -0.68522 -0.1 0.1 -0.2 0.0613
H -1.58837 4.04656 1.29008 0.2 0.1 -0.1 0.0523
C -1.75281 1.11351 1.43467 -6.2 2.3 4.3 -0.0614
O -2.66897 1.51053 2.04883 5.0 -2.0 -3.5 0.1712
C 2.68435 -0.74224 3.74635 0.3 0.1 0.4 0.0160
C 2.09860 -1.39535 2.54762 0.7 -2.3 0.0 -0.5823
O 2.21327 -2.58643 2.27191 -0.5 2.4 0.2 0.0819
O 1.40064 -0.53607 1.77103 -1.3 0.7 -1.5 -0.3461
H 3.65783 -1.19436 3.95964 -0.2 0.1 0.0 0.1091
H 2.03315 -0.95317 4.60343 0.1 0.1 -0.1 0.1105
H 2.77449 0.33915 3.60593 0.0 -0.3 0.1 0.0886

38
Properties=species:S:1:pos:R:3:forces:R:3:lowdin_charge:R:1 method="wB97M-V/def2-TZVPD" spin_multiplicity=1 total_charge=-1 e_tot_ev=-42903.55246 largest_force_ev_per_a=5.6
C -1.23970 -2.64699 0.14322 0.8 0.5 0.0 -0.1763
C 0.39405 -2.38526 0.33790 -1.7 0.6 0.6 -0.3513
C 0.54722 -1.26630 1.56798 -0.8 -2.7 0.0 -0.8114
I -0.06655 0.74967 0.97286 0.1 -0.6 0.1 0.6732
In 2.58959 -1.27635 2.54634 0.2 0.4 0.5 0.6362
N 2.41552 -1.59888 4.65877 0.5 -0.6 0.3 -0.2248
O 3.64781 -2.91821 1.76799 -1.4 -1.6 0.0 -0.4626
C 3.63521 0.72421 2.27607 1.1 1.2 0.6 -0.2976
C 4.96441 0.84947 3.25306 0.5 -2.3 1.8 -0.2736
N 5.34451 -0.10885 4.18748 -0.8 4.2 -3.6 0.0005
H -1.77647 -1.62561 -0.06805 1.1 -2.0 0.3 0.0283
H -1.65025 -3.05076 1.17331 0.7 0.5 -2.2 0.0746
H -1.41925 -3.36815 -0.76072 0.1 1.2 1.8 0.0648
H 0.86155 -2.00954 -0.67773 -0.8 -0.9 2.2 0.1079
H 0.84956 -3.41158 0.70575 -0.6 2.2 -0.8 0.0950
H -0.22977 -1.62470 2.39709 1.4 1.0 -1.8 0.0262
H 1.83651 -2.43221 4.90046 0.9 0.8 -0.2 -0.0768
H 3.39539 -1.72391 5.03539 -1.6 0.0 -0.5 -0.0688
H 3.08417 -3.75951 1.81662 1.2 2.0 -0.1 -0.0364
H 2.93433 1.65706 2.53610 1.5 -2.0 -0.5 0.0346
H 3.90378 0.82933 1.13381 -0.1 0.1 2.3 0.0353
H 5.61380 1.82107 3.16729 -1.1 -1.6 0.1 0.0841
H 6.23456 0.22143 4.66731 -1.3 -0.2 -0.8 0.0228
C -4.22762 2.18184 -3.65562 -0.3 0.1 0.0 -0.2338
C -3.05555 3.14876 -3.49468 0.0 0.3 -0.2 -0.2267
C -2.10783 2.55178 -2.45569 0.2 0.7 0.1 -0.2305
S -2.32398 0.78046 -2.54157 0.6 -0.6 0.4 0.6283
O -2.89719 0.32527 -1.29243 0.2 0.1 -0.7 -0.3611
O -1.13389 0.18194 -3.11246 -0.6 0.1 0.4 -0.3319
C -3.60697 0.79817 -3.77819 -0.5 0.0 -0.4 -0.2418
H -4.83921 2.42676 -4.52889 0.0 0.0 0.1 0.1124
H -4.86975 2.22825 -2.76795 0.1 -0.1 -0.1 0.1201
H -2.53366 3.25208 -4.45379 -0.1 0.0 0.1 0.1164
H -3.39202 4.14625 -3.19518 0.1 -0.1 -0.1 0.1132
H -1.06583 2.80142 -2.67120 -0.1 -0.2 0.2 0.1085
H -2.36720 2.87621 -1.44419 0.1 -0.2 -0.1 0.1074
H -4.31706 -0.00926 -3.59163 0.2 0.0 0.1 0.1083
H -3.13223 0.66463 -4.75483 0.0 0.0 0.2 0.1072

39
Properties=species:S:1:pos:R:3:forces:R:3:lowdin_charge:R:1 method="wB97M-V/def2-TZVPD" spin_multiplicity=1 total_charge=0 e_tot_ev=-34226.89120 largest_force_ev_per_a=4.5
N -1.18639 2.84298 3.01368 0.5 -0.6 -0.6 -0.0147
C -1.50190 1.96538 1.83602 -0.9 0.4 0.5 -0.2563
C -1.00630 2.54263 0.46399 -0.7 -0.4 0.3 -0.1444
C -0.45096 1.45720 -0.50865 -1.3 0.8 -0.5 -0.1129
N 1.04619 1.34584 -0.50562 0.3 -1.3 -0.5 -0.0896
C 1.55561 0.63160 0.72058 0.0 -1.0 1.7 -0.0795
C 1.56968 -0.89427 0.29515 0.8 1.4 -1.0 -0.1051
C 2.35379 -0.75365 -1.05962 -0.4 0.6 -0.2 -0.2948
C 2.56993 -2.00380 -2.00383 -1.0 0.4 1.5 -0.1554
P 1.64713 -3.56238 -1.51282 0.4 -3.0 -3.3 0.5715
O 1.85977 -4.53494 -2.65157 -0.4 2.0 2.4 -0.3093
O -0.00247 -3.29658 -1.33230 2.8 0.1 0.9 -0.1374
O 2.34230 -4.18815 -0.11339 -1.7 1.7 -1.3 -0.1459
C 1.58172 0.50511 -1.65308 1.9 -0.5 -1.6 -0.0684
H -0.63560 2.27803 3.65451 -0.1 0.4 0.1 0.0501
H -0.61246 3.63643 2.73840 -0.1 -0.1 0.1 0.0416
H -2.61613 1.89024 1.81123 1.0 -0.3 -0.4 0.1072
H -1.13057 0.93771 2.05462 -0.2 0.6 -0.4 0.1016
H -0.30947 3.40135 0.63740 -0.2 -0.8 -0.3 0.1104
H -1.90484 2.97736 -0.03915 0.7 -0.4 0.3 0.1259
H -0.86789 0.44097 -0.30751 0.2 0.9 -0.1 0.1474
H -0.75722 1.75739 -1.54098 0.4 -0.5 0.7 0.1445
H 1.49529 2.24585 -0.68787 -0.5 0.1 0.8 0.1821
H 2.53924 1.05626 1.02499 -0.5 -0.6 -0.5 0.1463
H 0.88446 0.74556 1.59704 0.2 0.4 -0.8 0.1197
H 1.99796 -1.61276 1.02128 -0.2 0.8 -0.2 0.1240
H 0.51586 -1.14652 0.04527 0.7 -0.1 0.3 0.1066
H 3.38546 -0.34263 -0.94653 -0.8 -0.5 0.8 0.1360
H 3.64861 -2.27573 -1.91689 -0.9 0.0 -0.4 0.1082
H 2.26576 -1.78089 -3.04705 0.3 -0.4 0.6 0.1052
H -0.21098 -3.21612 -0.38860 -0.5 0.0 -0.2 0.0649
H 1.83111 -3.88174 0.65088 0.3 -0.3 0.2 0.0546
H 0.85880 0.30479 -2.47564 0.1 0.1 1.1 0.1494
H 2.41310 1.10335 -2.10265 -1.0 -0.2 0.0 0.1390
C -4.66395 0.04103 0.56308 1.0 -0.1 0.3 -0.8499
O -4.29841 -0.78250 1.45117 0.3 0.5 -0.4 -0.1044
O -6.02355 0.00766 0.33038 -0.1 -0.4 0.3 0.0200
O -3.98840 0.84820 -0.10527 0.2 0.0 0.1 -0.0742
H -6.19428 -0.69026 0.98937 -0.7 0.2 -0.3 0.0861